# 1
42
Properties=species:S:1:pos:R:3:mulliken_charge:R:1 method="wB97M-V/def2-TZVPD" e_tot_ev=-24856.6071 total_charge=0 fmax_ev_per_a=3.07 e_lumo_ev=0.36
C -0.7697 -1.3875 -0.9274 -0.437
O -1.0192 -0.9627 0.4593 -0.366
C -1.2887 0.4795 0.5651 -0.127
B -2.6606 0.9903 -0.1841 0.391
N -2.7463 1.8424 -1.4378 -0.574
C -4.1083 0.5646 0.5293 -0.605
C -4.6733 -0.8990 0.0535 -0.055
C -6.1378 -0.8526 -0.7088 -0.263
F -7.2475 -1.1205 0.2388 -0.321
H -0.4257 -0.5366 -1.6541 0.205
H 0.0646 -2.2391 -0.8636 0.175
H -1.7448 -1.9489 -1.3200 0.163
H -0.3840 1.1703 0.2416 -0.007
H -1.4428 0.7006 1.7282 0.166
H -1.8627 1.8361 -1.9971 0.233
H -3.5882 1.6117 -2.0166 0.239
H -3.8888 0.5598 1.6969 0.173
H -4.8566 1.4547 0.3283 0.294
H -4.8560 -1.5242 1.0539 0.267
H -3.9542 -1.5117 -0.6373 -0.020
H -6.1495 -1.7365 -1.5012 0.232
H -6.3110 0.1459 -1.3317 0.228
O 1.8613 2.3611 -0.1650 -0.561
C 2.5039 1.7198 0.9374 -0.118
C 3.3639 2.7375 1.6770 -0.427
O 2.5552 3.8249 2.1167 -0.536
H 2.5488 2.5646 -0.8230 0.325
H 1.7138 1.3390 1.5909 0.331
H 3.0995 0.8799 0.5682 0.098
H 3.8476 2.2864 2.5488 0.305
H 4.1321 3.1488 1.0146 0.298
H 1.8995 3.9760 1.4080 0.333
O 4.1381 -1.0215 0.7283 -0.469
C 4.9504 -2.0014 0.0808 -0.501
C 4.0828 -2.8286 -0.8601 -0.312
O 3.4522 -1.9757 -1.8112 -0.510
H 3.5548 -1.4923 1.3489 0.280
H 5.7172 -1.4607 -0.4812 0.272
H 5.4340 -2.6255 0.8378 0.312
H 4.6804 -3.5708 -1.3981 0.330
H 3.2906 -3.3412 -0.3054 0.244
H 3.2250 -1.1568 -1.3287 0.317

=====

# 2
73
Properties=species:S:1:pos:R:3:mulliken_charge:R:1 method="wB97M-V/def2-TZVPD" e_tot_ev=-175496.6437 total_charge=0 fmax_ev_per_a=0.31 de_lowest_kj_mol=25.0 e_lumo_ev=-1.08
In 0.2715 -0.7201 -0.1418 1.696
O 3.8080 2.0217 -0.9289 -0.471
C 2.8508 1.2776 -0.3884 0.144
O 2.7812 0.0775 -0.4889 -0.517
C 1.8298 2.0655 0.3645 0.520
C 1.9113 3.4127 0.6380 -0.485
C 0.8511 4.0049 1.3210 -0.407
C -0.2462 3.2453 1.6779 -0.696
C -0.2378 1.8914 1.3690 0.701
N 0.7915 1.3295 0.7579 -0.061
C -1.4168 0.9683 1.6302 -0.021
O -2.4506 1.4568 2.0428 -0.717
O -1.1934 -0.2751 1.3690 -0.487
H 4.3962 1.4333 -1.4302 0.390
H 2.7687 3.9841 0.3136 0.553
H 0.8822 5.0619 1.5500 0.453
H -1.1102 3.6631 2.1734 0.544
F -1.1659 -1.3688 -6.7459 -0.347
C -0.8877 -0.8968 -5.5279 0.803
C 0.3604 -1.0952 -4.9684 0.170
F 1.2949 -1.7638 -5.6479 -0.343
C 0.6404 -0.5952 -3.7118 0.314
F 1.8676 -0.7870 -3.1983 -0.398
C -0.3016 0.1031 -2.9547 0.068
O -0.0495 0.5762 -1.7350 -0.628
C -1.5468 0.2921 -3.5560 0.298
F -2.5034 0.9600 -2.8901 -0.446
C -1.8402 -0.1941 -4.8151 0.200
F -3.0506 0.0088 -5.3443 -0.347
C -5.2902 -1.6654 -0.1268 -1.172
C -4.2614 -0.5635 -0.3987 -0.318
C -2.9616 -1.1072 -0.7792 0.067
N -1.9393 -1.5526 -1.0491 0.164
H -6.2069 -1.2142 0.2482 0.463
H -4.9221 -2.3616 0.6265 0.268
H -5.5264 -2.2211 -1.0340 0.188
H -4.0878 0.0399 0.4968 0.184
H -4.5894 0.1065 -1.1934 0.311
F -0.6254 -6.9040 1.6588 -0.375
C -0.4056 -5.8737 2.4892 0.590
C -0.0953 -4.6250 1.9719 -0.069
C 0.0781 -3.6036 2.8858 -0.249
F 0.3752 -2.3612 2.4844 -0.062
C -0.0393 -3.8033 4.2501 -0.033
F 0.1381 -2.7970 5.1051 -0.303
C -0.3413 -5.0631 4.7261 0.677
F -0.4582 -5.2695 6.0335 -0.300
C -0.5290 -6.1109 3.8418 0.195
F -0.8333 -7.3217 4.3054 -0.299
Ge 0.1259 -4.4408 0.0274 0.692
S 1.4372 -2.7797 -0.5454 -0.457
C 1.2283 -5.9711 -0.5476 -0.241
C 2.4380 -6.1800 0.0995 0.163
F 2.7699 -5.4273 1.1585 -0.343
C 3.3443 -7.1403 -0.3012 -0.025
F 4.4956 -7.3140 0.3467 -0.290
C 3.0441 -7.9312 -1.3946 0.714
F 3.9032 -8.8615 -1.7977 -0.299
C 1.8480 -7.7589 -2.0636 0.038
F 1.5582 -8.5327 -3.1085 -0.290
C 0.9616 -6.7882 -1.6341 0.347
F -0.1900 -6.6874 -2.3094 -0.304
C -1.6211 -4.4952 -0.8540 0.310
C -1.6891 -4.2112 -2.2111 0.079
F -0.5748 -3.9385 -2.8927 -0.611
C -2.8795 -4.1893 -2.9046 0.390
F -2.9146 -3.8945 -4.2029 -0.342
C -4.0562 -4.4533 -2.2267 0.690
F -5.2175 -4.4207 -2.8740 -0.388
C -4.0291 -4.7420 -0.8760 0.093
F -5.1679 -4.9894 -0.2280 -0.402
C -2.8169 -4.7582 -0.2088 0.407
F -2.8563 -5.0239 1.1027 -0.345

=====

# 3
17
Properties=species:S:1:pos:R:3:mulliken_charge:R:1 method="wB97M-V/def2-TZVPD" e_tot_ev=-9441.1458 total_charge=0 fmax_ev_per_a=0.33 de_lowest_kj_mol=183.1 e_lumo_ev=0.90
C 0.4816 -1.7093 0.5740 -1.606
C -0.2344 -0.3799 0.7143 0.243
C -1.1259 0.0982 -0.4700 0.039
O -0.8022 -0.4553 -1.7265 -0.580
C -0.4810 1.4898 -0.3593 -0.868
C 0.6092 0.9114 0.5733 -0.062
O 1.8369 0.6334 -0.0608 -0.523
H -0.2292 -2.5435 0.6088 0.367
H 1.2099 -1.8490 1.3784 0.371
H 1.0254 -1.7416 -0.3717 0.387
H -0.8129 -0.3444 1.6463 0.348
H -2.2107 0.0468 -0.2919 0.347
H -1.0306 -1.3931 -1.7092 0.332
H -1.1215 2.2325 0.1250 0.230
H -0.1271 1.8812 -1.3182 0.346
H 0.7764 1.4693 1.5062 0.320
H 2.1245 1.4286 -0.5218 0.309

=====

# 4
13
Properties=species:S:1:pos:R:3:mulliken_charge:R:1 method="wB97M-V/def2-TZVPD" e_tot_ev=-7794.2006 total_charge=0 fmax_ev_per_a=0.55 de_lowest_kj_mol=525.2 e_lumo_ev=0.74
O -2.7239 -0.7431 1.4413 -0.564
C -1.9119 -0.2915 0.6458 -0.005
C -0.6511 0.2895 0.9737 -0.892
N 0.2680 0.5791 -0.1885 0.007
C 0.6977 -0.3804 -1.1923 -0.376
C 1.6538 0.1875 -0.2013 -0.431
H -2.1556 -0.2583 -0.4475 0.283
H -0.1469 0.0936 1.9141 0.319
H -0.3944 1.4386 0.1873 0.623
H 0.7063 -0.0217 -2.2163 0.240
H 0.3388 -1.3933 -1.0256 0.278
H 1.9615 -0.4517 0.6235 0.270
H 2.3576 0.9518 -0.5143 0.247

=====

# 5
16
Properties=species:S:1:pos:R:3:mulliken_charge:R:1 method="wB97M-V/def2-TZVPD" e_tot_ev=-18355.4321 total_charge=0 fmax_ev_per_a=7.49 de_lowest_kj_mol=838.0 e_lumo_ev=-0.62
C -0.7011 1.7994 -1.2707 -1.631
C -0.1772 0.9119 -0.2176 -0.062
N -0.1488 1.2739 1.0304 0.436
N 0.1889 0.3850 1.9177 -0.860
C 0.3032 -0.6912 1.2221 0.174
N 0.8006 -1.9297 1.8368 1.008
O 0.1008 -2.4519 2.6357 -0.558
O 1.8195 -2.3927 1.3702 -0.503
C 0.0868 -0.4045 -0.3397 0.794
N 0.3513 -1.3441 -1.3157 0.928
O 0.5501 -0.8303 -2.4254 -0.608
O 0.3237 -2.5068 -1.0978 -0.552
H -0.5684 2.8872 -1.1191 0.375
H -0.5021 1.5193 -2.2501 0.395
H -1.7456 1.6621 -1.1649 0.396
H -0.6817 2.1123 1.1881 0.267

=====

# 6
160
Properties=species:S:1:pos:R:3:mulliken_charge:R:1 method="wB97M-V/def2-TZVPD" e_tot_ev=-75716.2689 total_charge=0 fmax_ev_per_a=6.11 de_lowest_kj_mol=339.1 e_lumo_ev=-0.08
C 4.7721 2.4887 -1.3344 0.584
O 5.4035 3.4994 -1.0657 -0.809
N 4.3988 2.0951 -2.4783 -0.075
N 4.3483 1.6675 -0.4208 0.289
H 4.7805 2.5454 -3.2978 0.234
H 3.7731 1.3026 -2.5013 0.061
H 3.8456 0.8143 -0.6195 -0.169
H 4.5804 1.9015 0.5339 -0.095
C -3.0384 3.1581 -2.2344 0.738
O -2.5149 4.1808 -2.5774 -0.763
N -2.6126 1.9511 -2.4528 0.446
N -4.0426 3.0565 -1.4343 -0.143
H -2.9728 1.1043 -2.0365 -0.184
H -1.7619 1.7875 -2.9720 -0.214
H -4.3265 2.1241 -1.1696 -0.122
H -4.3977 3.9663 -1.1769 0.207
C 2.6411 -2.7137 -2.6558 -1.040
C 3.3942 -1.5448 -3.2564 0.547
C 2.9776 -1.2424 -4.7242 -1.560
O 2.9793 -0.4127 -2.5967 0.539
H 1.6358 -2.6942 -3.0768 -0.114
H 2.7053 -2.8395 -1.5750 0.109
H 3.0786 -3.6050 -3.1054 0.619
H 4.4670 -1.7350 -3.2895 0.625
H 1.9103 -1.2360 -4.9455 0.089
H 3.4431 -1.9902 -5.3662 0.587
H 3.4780 -0.3231 -5.0285 0.403
H 2.0342 -0.5494 -2.4977 -0.866
C 1.5456 0.6240 0.1311 -0.755
C 0.2563 -0.2232 -0.1339 1.084
C -1.0602 0.4576 0.2539 1.388
O 0.3707 -0.6682 -1.5127 2.096
H 2.2670 -0.1915 0.0789 -0.333
H 1.5572 1.0215 1.1460 -0.409
H 1.7918 1.3534 -0.6405 0.374
H 0.2798 -1.0819 0.5371 -0.684
H -1.1239 0.5574 1.3375 0.126
H -1.8908 -0.2114 0.0289 -1.068
H -1.1275 1.3962 -0.2962 -0.436
H -0.3669 -1.2399 -1.7382 -0.988
C -6.2992 0.3661 -1.2916 -1.404
C -5.4238 -0.9111 -1.4435 0.884
C -5.7424 -1.5649 -2.7802 -1.474
O -4.1549 -0.4462 -1.5544 0.090
H -6.1737 1.0904 -2.0964 0.406
H -6.0790 0.8872 -0.3598 0.021
H -7.3154 -0.0281 -1.2808 0.555
H -5.5926 -1.6300 -0.6417 0.191
H -6.7800 -1.8906 -2.8538 0.485
H -5.0860 -2.4186 -2.9492 0.288
H -5.6926 -0.9856 -3.7021 0.309
H -3.5399 -1.1830 -1.5312 -0.507
C 0.8969 4.7381 0.5591 -1.916
C -0.3493 4.3451 -0.1439 2.306
C -1.4377 3.8931 0.8483 -0.370
O -0.8184 5.4854 -0.8595 -0.729
H 1.6339 5.0416 -0.1845 0.485
H 1.3181 3.9778 1.2168 0.071
H 0.7753 5.6166 1.1928 0.485
H -0.0599 3.5185 -0.7928 -0.862
H -1.8006 4.7530 1.4112 0.563
H -1.0472 3.1645 1.5588 -0.201
H -2.2528 3.4269 0.2948 -0.224
H -1.6346 5.2315 -1.2966 0.507
C -1.9225 -2.0946 -4.1369 -1.210
C -1.8138 -3.2148 -3.1854 1.368
C -0.9447 -4.3978 -3.6094 -1.772
O -1.3027 -2.6646 -2.0310 0.522
H -2.2682 -2.5083 -5.0842 0.469
H -0.9189 -1.6803 -4.2332 0.020
H -2.5889 -1.2797 -3.8539 0.173
H -2.8608 -3.5168 -3.1581 0.026
H -1.4677 -5.0275 -4.3291 0.515
H -0.7763 -5.0826 -2.7783 0.333
H -0.0229 -4.1381 -4.1299 0.272
H -1.3364 -3.3793 -1.3909 -0.721
C -2.3889 -2.6491 1.2562 0.370
C -2.7064 -3.4718 2.4726 0.423
C -4.1591 -3.9393 2.5942 -1.538
O -1.8126 -4.5289 2.4871 -0.609
H -1.3812 -2.2427 1.3429 -0.390
H -3.0769 -1.8080 1.3415 -0.033
H -2.4296 -3.0814 0.2564 0.199
H -2.4339 -2.9313 3.3792 0.234
H -4.9103 -3.1748 2.3960 0.269
H -4.2700 -4.2745 3.6254 0.449
H -4.2574 -4.8191 1.9582 0.372
H -1.9224 -5.0357 3.2950 0.378
C -0.3947 0.5692 4.0554 -0.465
C 0.2240 -0.7629 4.6150 1.016
C 1.6412 -0.5697 5.1016 -1.165
O -0.4949 -1.1399 5.7591 -0.636
H -0.0427 1.2945 4.7890 0.526
H -1.4668 0.4607 3.8914 -0.157
H 0.0936 0.8724 3.1293 -0.101
H 0.2333 -1.5793 3.8928 -0.210
H 1.9352 -1.1691 5.9632 0.433
H 1.9397 0.4258 5.4302 0.137
H 2.2985 -1.0044 4.3485 0.244
H -0.1050 -1.9861 5.9907 0.400
C 4.2478 4.4322 5.2468 -1.579
C 4.1054 3.0294 4.6086 0.605
C 3.0591 2.9336 3.5110 -0.938
O 5.3434 2.7046 3.9133 -0.598
H 3.4214 4.5513 5.9475 0.371
H 4.1640 5.2472 4.5279 0.340
H 5.1361 4.6501 5.8397 0.407
H 4.0567 2.2470 5.3660 0.259
H 2.9824 1.9268 3.1004 0.146
H 3.1797 3.7192 2.7650 0.437
H 2.0818 3.0728 3.9732 0.342
H 5.2255 1.8021 3.6082 0.385
C -4.1590 0.9877 2.1848 -0.089
C -5.0532 2.2297 2.3250 0.282
C -5.7348 2.3216 3.6975 -1.573
O -4.3748 3.4426 2.1779 -0.428
H -4.8656 0.1646 2.2906 0.384
H -3.4237 0.8918 2.9836 0.161
H -3.7207 0.9219 1.1889 -0.310
H -5.9369 2.2073 1.6874 0.145
H -5.1129 2.8019 4.4529 0.328
H -6.1096 1.3473 4.0113 0.362
H -6.6516 2.9112 3.6968 0.433
H -4.9454 4.1465 1.8607 0.347
C 1.1900 -5.7903 -1.1903 -1.351
C 0.5228 -5.3685 0.1071 0.534
C 1.1135 -4.0038 0.5676 -0.165
O -0.7720 -5.1046 -0.1743 -0.630
H 2.2370 -6.0355 -1.0121 0.432
H 1.1110 -5.0399 -1.9769 -0.061
H 0.5951 -6.6101 -1.5929 0.440
H 0.5763 -6.1857 0.8264 0.393
H 0.6268 -3.5981 1.4545 0.071
H 1.1020 -3.2329 -0.2029 -0.627
H 2.1070 -4.2490 0.9430 0.590
H -1.2027 -4.7765 0.6184 0.065
C 0.8273 2.1440 -3.7987 -0.074
C 0.5571 3.0828 -5.0398 0.483
C 0.4063 2.2926 -6.3664 -1.454
O -0.7110 3.7051 -4.7435 -0.540
H 1.6807 1.4692 -3.8652 0.178
H -0.0834 1.5861 -3.5808 -0.641
H 0.9731 2.8394 -2.9722 0.189
H 1.4110 3.7601 -5.0243 0.331
H -0.5919 1.8552 -6.3847 0.337
H 1.2639 1.6329 -6.4984 0.331
H 0.4545 3.0628 -7.1363 0.398
H -0.7561 3.8656 -3.7981 0.234
C 4.9633 -1.6257 1.1338 -0.617
C 5.6462 -1.0945 2.4599 0.269
C 7.2016 -1.2018 2.3649 -1.699
O 5.3655 0.2630 2.3634 -0.439
H 5.5169 -1.3390 0.2397 0.292
H 4.0554 -1.0462 0.9667 -0.189
H 4.6766 -2.6762 1.1814 0.481
H 5.2206 -1.5916 3.3316 0.310
H 7.6083 -0.6160 1.5405 0.473
H 7.5308 -2.2291 2.2090 0.396
H 7.7056 -0.9378 3.2946 0.418
H 6.2444 0.6048 2.1834 0.208

=====

# 7
87
Properties=species:S:1:pos:R:3:mulliken_charge:R:1 method="wB97M-V/def2-TZVPD" e_tot_ev=-70178.5141 total_charge=+2 fmax_ev_per_a=0.61 de_lowest_kj_mol=0.0 e_lumo_ev="-6.81 / -6.81"
Rh -0.0441 0.4217 -0.1599 0.014
C -1.7424 1.4935 3.1902 -1.409
C -2.0820 0.1218 2.6209 1.246
C -3.1144 -0.6173 3.4717 -1.572
C -0.8545 -0.7747 2.4525 1.229
C -0.1980 -1.1346 3.7870 -0.433
O 1.1919 -0.7611 3.6252 -0.463
C 1.3596 -0.2423 2.4290 0.614
N 0.2993 -0.1721 1.6890 0.623
C 2.7571 0.1567 2.1657 -0.119
C 3.6492 0.1326 3.2372 -0.542
C 4.9895 0.4181 3.0381 -0.719
C 5.4622 0.7006 1.7643 -0.827
C 4.5845 0.7151 0.6914 -0.560
C 3.2299 0.4665 0.8871 -0.179
P 2.1456 0.5877 -0.5356 2.894
C 2.0076 2.3271 -0.9955 0.194
C 2.2691 3.3341 -0.0645 -0.849
C 2.0538 4.6628 -0.4016 -0.884
C 1.5857 4.9919 -1.6659 -0.724
C 1.3054 3.9937 -2.5896 -0.982
C 1.4950 2.6623 -2.2540 -0.504
C 3.0187 -0.3001 -1.8321 0.731
C 3.1547 -1.6809 -1.6320 -0.570
C 3.8878 -2.4450 -2.5188 -0.860
C 4.4969 -1.8341 -3.6101 -0.645
C 4.3845 -0.4668 -3.8016 -0.773
C 3.6490 0.3083 -2.9132 -0.341
H -2.6311 2.1233 3.2141 0.545
H -0.9793 1.9999 2.5921 0.040
H -1.3686 1.4304 4.2141 0.250
H -2.5162 0.2606 1.6328 -0.485
H -2.7762 -0.7575 4.5001 0.357
H -3.3491 -1.5997 3.0580 0.327
H -4.0405 -0.0456 3.5144 0.456
H -1.1464 -1.6709 1.9118 -1.529
H -0.2322 -2.1943 4.0272 0.298
H -0.5848 -0.5603 4.6240 0.330
H 3.2953 -0.1175 4.2258 0.575
H 5.6674 0.4015 3.8801 0.461
H 6.5119 0.9047 1.6029 0.466
H 4.9541 0.9274 -0.3040 0.535
H 2.6711 3.0832 0.9097 0.440
H 2.2808 5.4446 0.3109 0.521
H 1.4589 6.0323 -1.9370 0.467
H 0.9680 4.2514 -3.5849 0.606
H 1.2929 1.8891 -2.9873 0.641
H 2.7036 -2.1433 -0.7597 0.305
H 3.9946 -3.5095 -2.3616 0.465
H 5.0707 -2.4308 -4.3063 0.421
H 4.8773 0.0045 -4.6407 0.474
H 3.5921 1.3775 -3.0629 0.509
C -0.2761 -1.2764 -1.3166 -1.771
C -0.9185 -2.2863 -0.4882 0.885
C -2.2986 -2.3488 -0.3140 -0.201
C -2.8670 -3.2788 0.5463 -0.917
C -2.0540 -4.1635 1.2432 0.539
C -0.6701 -4.1367 1.0625 -1.149
C -0.1186 -3.2023 0.2077 0.146
C -2.6416 -5.0980 2.1762 -0.167
N -3.1191 -5.8159 2.9339 -0.436
H -0.9050 -0.8174 -2.0817 0.967
H 0.6796 -1.5971 -1.7125 0.741
H -2.9423 -1.6723 -0.8633 0.477
H -3.9400 -3.3218 0.6764 0.565
H -0.0437 -4.8458 1.5867 0.541
H 0.9563 -3.1876 0.0609 0.386
C -3.8247 4.4176 -3.7148 -1.061
C -2.4409 3.7853 -3.7832 -0.696
N -2.2876 2.6559 -2.8589 -0.063
C -2.1141 2.7457 -1.5389 0.303
S -2.3455 1.2771 -0.6228 -0.560
N -1.8781 3.9184 -0.9863 0.142
C -1.7091 4.1758 0.4466 -0.014
C -3.0267 4.4769 1.1390 -1.343
H -3.8850 5.2516 -4.4126 0.391
H -4.0479 4.7934 -2.7156 0.276
H -4.5925 3.6943 -3.9852 0.338
H -1.6567 4.5168 -3.5799 0.203
H -2.2417 3.3948 -4.7795 0.506
H -2.5928 1.7494 -3.1784 0.304
H -1.8854 4.7281 -1.5887 0.361
H -1.0223 5.0173 0.5299 0.436
H -1.2220 3.3059 0.8825 -0.300
H -3.5125 5.3469 0.6970 0.410
H -2.8462 4.6949 2.1914 0.411
H -3.7067 3.6276 1.0711 0.285

=====

# 8
41
Properties=species:S:1:pos:R:3:mulliken_charge:R:1 method="wB97M-V/def2-TZVPD" e_tot_ev=-30550.1643 total_charge=0 fmax_ev_per_a=18.67 de_lowest_kj_mol=1393.6 e_lumo_ev=-0.66
C -0.3642 -4.4747 0.4509 -0.891
H 0.2645 -4.9684 -0.4661 0.307
O -0.3714 -2.9963 0.1370 -0.280
C 0.6592 -2.3825 0.0387 0.811
C 1.9264 -3.0232 -0.0001 -1.513
C 2.9314 -2.0858 0.1023 -0.054
C 2.7230 -0.7587 0.0140 0.620
C 1.4922 -0.1065 -0.3744 -1.335
C 0.3747 -0.9435 -0.2344 0.286
O -0.8387 -0.5686 -0.2702 -0.538
C -1.3423 0.7796 0.4190 0.262
O -0.6761 1.3360 1.0159 -0.252
C -2.6869 0.6921 0.0275 0.131
C -3.2453 2.1017 0.7552 -0.712
C -4.6028 2.3076 0.3742 -0.353
C -5.4643 1.4750 -0.1658 0.754
C -4.7956 0.2078 -0.8097 -1.047
C -3.5413 -0.0032 -0.5715 0.232
H -2.9733 -0.7294 -1.1579 0.395
H -5.4738 -0.2259 -1.3599 0.611
C -6.8731 1.8583 -0.6279 -1.493
H -7.0075 2.7319 -1.1475 0.355
H -7.3969 1.1139 -0.8240 0.530
H -7.3513 2.3030 0.5412 0.253
H -5.0210 3.3790 0.7107 0.172
H -2.5557 2.6635 1.3238 0.467
H 1.3617 0.7426 -0.4130 1.024
C 3.9736 0.4382 -0.2871 -0.990
N 5.0489 -0.2082 -0.0753 -0.203
N 6.2670 0.5545 -0.1858 -0.273
C 6.4937 2.0602 -0.1692 0.542
O 7.5178 2.3742 -0.6014 -0.536
N 5.5274 2.7485 0.4651 -0.369
H 4.8036 2.1514 1.0379 0.286
H 5.7421 3.5831 0.6783 0.152
H 7.0990 0.2606 -0.4644 0.205
H 3.7099 1.3334 -0.5793 0.798
H 3.9883 -2.3648 0.3933 0.272
H 2.0524 -3.8551 0.3257 0.701
H -0.0190 -4.5746 1.4015 0.428
H -1.3561 -4.9265 0.5729 0.244